No. 1
The following is a quantum chemistry calculation of a structure of composition C31H86AsF6O26S12 at a distorted geometry, from the OMol25 dataset.

ORCA input file:
```
! RIJCOSX wB97M-V def2-TZVPD def2/J DEFGRID3
* xyz -1 1
As -2.09 9.58 -6.92
S 3.71 6.25 -6.06
S -2.99 3.37 -10.74
S -0.20 12.63 -10.38
S -5.67 8.92 -3.85
S -6.24 7.47 -10.04
S -2.95 14.35 -3.32
S -4.40 15.23 -6.91
S 5.56 13.35 -8.17
S -7.39 14.52 -11.32
S -0.99 5.43 -3.06
S -7.19 12.35 -4.43
S 1.04 10.39 -2.45
F -0.66 8.51 -6.66
F -2.24 8.98 -8.54
F -3.56 10.60 -7.26
F -1.04 11.02 -7.33
F -3.09 8.20 -6.40
F -2.13 10.19 -5.24
O -5.63 15.40 -6.05
O 0.21 13.12 -11.88
O 6.22 12.57 -9.22
O -1.55 13.16 -10.03
O -5.88 14.38 -12.00
O -7.35 13.67 -10.08
O 0.99 13.01 -9.63
O -5.02 7.54 -11.21
O -5.23 7.58 -3.79
O -6.91 9.32 -3.28
O 0.08 5.02 -3.95
O -4.38 14.78 -3.62
O 6.26 14.45 -7.54
O -7.92 15.90 -11.39
O -1.04 5.24 -1.62
O 5.01 12.35 -6.92
O 2.53 5.74 -7.23
O -7.44 6.69 -10.43
O 4.40 7.34 -6.72
O -6.68 13.64 -3.85
O -2.37 4.77 -3.71
O 1.70 9.17 -3.04
O 4.37 5.07 -5.52
O -4.31 3.90 -10.24
O -6.45 8.88 -9.58
O -4.42 9.76 -3.09
C -2.93 3.90 -12.48
C 2.27 6.76 -4.83
C -5.47 9.61 -0.80
C -4.23 9.55 -1.65
C -4.99 15.72 -8.64
C -4.23 13.37 -7.25
C 0.86 6.92 -8.73
C 0.56 14.44 -12.05
C -2.90 12.53 -3.47
C -2.40 3.99 -4.81
C 4.38 11.23 -7.36
C -8.71 12.01 -3.47
C -5.31 13.05 -12.02
C 1.46 10.53 -0.65
C -8.60 13.67 -12.55
C -0.29 10.80 -10.57
C 3.09 11.27 -6.54
C -8.08 12.85 -5.93
C -3.89 13.08 -12.49
C 4.00 13.95 -8.87
C -1.71 14.65 -4.75
C -3.36 8.41 -12.57
C -3.64 4.42 -5.57
C -1.49 7.20 -3.39
C 0.30 14.77 -13.53
C 1.98 11.82 -3.09
C -1.65 4.39 -10.18
C -3.92 8.45 -11.13
C -5.28 6.68 -8.69
C -5.62 9.59 -5.48
C 2.35 6.55 -8.43
H -0.68 7.91 -3.22
H -9.53 12.67 -3.75
H -3.67 13.29 -13.53
H -2.10 14.09 -5.61
H -4.29 9.40 -10.75
H 1.92 12.78 -2.57
H -3.55 4.15 -6.62
H -3.73 5.50 -5.64
H 1.14 14.40 -14.13
H -4.82 12.98 -8.09
H 0.33 15.86 -13.58
H -4.64 16.75 -8.78
H 3.06 11.63 -3.04
H -5.75 12.32 -12.71
H -2.48 7.37 -2.97
H -3.21 7.97 -10.46
H -8.47 13.87 -5.95
H 1.81 11.80 -4.16
H -8.37 12.61 -12.49
H -9.64 13.98 -12.42
H -1.52 4.27 -9.11
H -3.48 10.23 -1.23
H -6.62 9.70 -5.91
H -2.38 2.96 -4.46
H -3.17 7.38 -12.88
H -5.32 12.60 -11.03
H -6.40 9.10 -1.03
H 0.90 11.37 -0.26
H 4.20 11.17 -8.44
H -4.56 4.00 -5.16
H -4.73 5.86 -9.15
H -8.51 12.16 -2.41
H -3.29 4.92 -12.60
H -8.17 14.15 -13.43
H 0.01 15.04 -11.32
H -5.66 10.61 -0.40
H -3.63 3.25 -13.01
H -5.26 10.61 -5.42
H 3.58 14.20 -7.89
H -4.58 12.89 -6.34
H 2.50 10.37 -6.35
H -1.35 10.72 -10.80
H 2.89 7.49 -8.45
H 2.54 10.70 -0.58
H -3.67 8.61 -1.66
H 2.41 12.06 -6.85
H -5.17 8.87 -6.17
H 0.23 6.17 -8.25
H 2.09 5.99 -4.09
H -4.20 8.76 -13.17
H 4.24 14.86 -9.41
H -2.57 9.16 -12.55
H -1.54 4.11 -5.47
H -4.74 7.57 -8.37
H -3.55 12.07 -12.30
H -1.85 15.70 -5.00
H 1.62 14.56 -11.79
H -3.21 12.21 -4.46
H 0.77 6.78 -9.81
H 0.53 7.96 -8.61
H -1.91 12.14 -3.22
H -1.70 7.31 -4.45
H -1.90 4.03 -12.83
H -3.17 13.70 -11.96
H -3.61 12.16 -2.73
H -0.64 14.45 -4.66
H 2.66 5.91 -9.26
H 1.37 6.91 -5.43
H -8.89 12.21 -6.28
H -0.70 14.39 -13.74
H -6.04 6.40 -7.96
H -5.19 9.17 0.16
H -3.17 13.14 -7.33
H -0.68 3.99 -10.45
H -1.90 5.43 -10.37
H 4.96 10.36 -7.05
H 3.42 13.17 -9.37
H -9.06 11.01 -3.74
H 0.48 10.34 -11.20
H -4.37 15.06 -9.24
H -0.29 10.27 -9.62
H -6.06 15.71 -8.81
H 2.66 7.59 -4.24
H 3.27 11.59 -5.51
H 1.27 9.72 0.05
H -7.24 12.77 -6.62
*
```

Mulliken population analysis, charges in e, atoms 1 to 99:
1 As 2.28
2 S 1.08
3 S 0.37
4 S 0.76
5 S 1.03
6 S 1.02
7 S 0.25
8 S 0.46
9 S 1.16
10 S 1.04
11 S 1.22
12 S 0.96
13 S 0.75
14 F -0.40
15 F -0.32
16 F -0.57
17 F -0.57
18 F -0.48
19 F -0.51
20 O -0.61
21 O -0.21
22 O -0.62
23 O -0.39
24 O -0.33
25 O -0.44
26 O -0.56
27 O -0.41
28 O -0.59
29 O -0.57
30 O -0.58
31 O -0.41
32 O -0.63
33 O -0.59
34 O -0.68
35 O -0.35
36 O -0.41
37 O -0.63
38 O -0.53
39 O -0.66
40 O -0.32
41 O -0.67
42 O -0.63
43 O -0.58
44 O -0.52
45 O 0.15
46 C -0.74
47 C -0.74
48 C -1.23
49 C -0.42
50 C -0.56
51 C -0.40
52 C -0.42
53 C -0.30
54 C 0.09
55 C -0.23
56 C -0.40
57 C -1.29
58 C -0.01
59 C -1.24
60 C -0.99
61 C -0.28
62 C -0.94
63 C -0.99
64 C -1.12
65 C -0.78
66 C -0.42
67 C -1.25
68 C -0.77
69 C 0.10
70 C -1.13
71 C -0.86
72 C -0.69
73 C 0.51
74 C -0.22
75 C 0.55
76 C -0.36
77 H 0.01
78 H 0.43
79 H 0.45
80 H -0.28
81 H 0.42
82 H 0.52
83 H 0.30
84 H 0.04
85 H 0.31
86 H 0.71
87 H 0.38
88 H 0.46
89 H 0.45
90 H 0.31
91 H 0.12
92 H -0.17
93 H 0.37
94 H -0.13
95 H 0.27
96 H 0.37
97 H 0.22
98 H 0.39
99 H 0.60

---

No. 2
The following is a quantum chemistry calculation of a cluster of 10 separate species, C31H88N8O10 in total at a distorted geometry, from the OMol25 dataset.

ORCA input file:
```
! RIJCOSX wB97M-V def2-TZVPD def2/J DEFGRID3
* xyz 0 1
O 1.55 2.90 -2.33
O 0.18 -1.40 -0.27
O -3.99 -1.81 -3.18
O -2.78 1.77 2.14
O -0.43 -5.38 3.42
O 0.18 -2.89 -4.72
O 3.24 -3.60 1.92
O -0.14 7.01 -2.51
O 4.59 1.96 2.24
O -0.16 0.97 5.25
N -4.17 -1.03 4.19
N 7.54 4.07 1.51
N -1.14 0.24 0.42
N 0.23 -0.67 1.85
N -6.49 -3.09 -5.58
N 2.25 -3.87 -0.76
N 1.70 -0.73 -2.73
N -2.39 5.46 -1.08
C -0.21 -0.62 0.62
C 3.53 1.23 1.64
C -0.34 -4.15 -4.21
C 2.14 1.33 5.71
C -3.12 -0.62 -3.12
C -3.79 -0.28 2.97
C 1.19 1.57 -2.04
C -1.33 4.92 -1.84
C 5.53 2.66 1.36
C 0.63 0.60 -4.36
C -0.65 -3.92 -2.73
C 2.95 3.14 -2.14
C -0.35 -3.38 4.68
C 2.00 -4.23 1.64
C 1.85 -4.81 0.27
C -3.42 1.15 3.29
C -1.88 3.57 -2.41
C -4.59 -4.16 -4.68
C 0.40 7.79 -3.57
C -2.81 3.18 2.14
C -0.81 5.86 -2.94
C -5.57 -3.05 -4.48
C 1.51 0.58 -3.19
C 0.02 -4.87 4.70
C 6.39 3.64 2.24
C 3.20 -3.13 3.30
C 2.59 -6.11 0.04
C 0.99 0.33 5.86
C -4.72 -1.77 -4.41
C 5.61 4.86 2.58
C -4.80 -0.39 1.83
H 5.15 5.39 1.75
H -5.40 -0.91 -4.40
H 2.48 0.86 -3.60
H -0.93 -4.89 -2.32
H -0.15 7.87 -4.51
H 0.72 0.15 6.90
H 6.27 5.56 3.10
H 1.40 -1.37 -3.45
H -1.13 -4.53 -4.86
H 2.20 -6.59 -0.86
H -1.42 -3.28 4.48
H 2.54 -2.27 3.39
H 6.10 1.86 0.90
H -2.77 -0.56 2.71
H -5.83 -0.20 2.13
H 0.11 -2.87 3.83
H 1.10 -4.99 4.82
H 1.51 -3.18 -0.74
H -4.95 -1.44 1.58
H -2.23 2.84 -1.68
H -0.89 0.44 5.60
H -0.49 -5.34 5.54
H 3.84 0.31 1.14
H -2.50 -0.44 -4.00
H -6.84 -4.00 -5.83
H -5.19 -5.06 -4.83
H -6.11 -3.09 -3.53
H 7.29 4.42 0.59
H 0.50 -4.84 -4.16
H -0.29 -6.33 3.48
H -2.14 3.66 1.43
H -0.50 4.62 -1.21
H -0.52 -2.35 -5.08
H -3.83 0.15 -2.81
H 3.00 1.77 0.85
H 1.53 1.25 -1.05
H -1.51 0.78 1.19
H -4.66 0.20 0.93
H -4.03 -4.35 -3.77
H -2.44 -0.72 -2.28
H 1.16 -3.56 1.84
H 6.63 3.13 3.17
H -1.49 -3.24 -2.59
H 2.40 -6.90 0.76
H -1.61 6.20 -3.60
H 2.57 -3.72 3.95
H -3.43 -0.90 4.87
H 4.81 4.66 3.29
H -2.64 3.74 -3.17
H -3.83 3.39 1.84
H 3.68 -5.99 0.03
H 5.00 3.26 0.61
H 3.05 -3.37 -0.38
H 0.79 -4.99 0.16
H -4.97 -0.58 4.60
H -1.14 3.00 -2.96
H -1.52 0.35 -0.51
H 0.14 1.59 -1.77
H 0.24 -3.50 -2.27
H 1.45 7.58 -3.79
H -7.32 -2.53 -5.49
H 1.88 -5.04 2.36
H -2.73 1.23 4.12
H 1.27 -0.66 5.48
H -0.04 5.30 -3.46
H 8.20 3.32 1.38
H 1.18 -0.85 -1.88
H -4.00 -4.08 -5.60
H -2.69 3.68 3.11
H -0.11 -2.85 5.60
H -0.35 0.21 -4.10
H 1.83 2.19 6.30
H -4.32 1.68 3.59
H 3.15 4.12 -2.57
H 4.19 -2.85 3.68
H 3.62 2.38 -2.53
H 3.10 1.03 6.15
H 2.38 1.61 4.69
H 0.81 -1.45 2.13
H -4.10 -1.48 -5.26
H 0.98 0.09 -5.26
H 0.30 8.82 -3.23
H 3.10 3.44 -1.10
H -2.92 4.69 -0.70
H 0.13 0.06 2.54
H 0.50 1.65 -4.64
H -3.07 5.94 -1.65
H 2.85 0.82 2.38
*
```

Computed properties:
SMILES ... COC[C@H](C)N.COC[C@H](C)N.COC[C@H](C)N.COC[C@H](C)N.COC[C@H](C)N.COC[C@H](C)N.NC(N)=O.CCO.CCO.CCO

Mulliken population analysis, charges in e, atoms 1 to 99:
1 O -0.06
2 O -0.63
3 O -0.25
4 O -0.47
5 O -0.52
6 O -0.49
7 O -0.49
8 O -0.33
9 O -0.32
10 O -0.48
11 N -0.71
12 N -0.71
13 N 0.57
14 N 0.21
15 N -0.71
16 N -0.63
17 N -0.60
18 N -0.66
19 C 0.80
20 C -0.31
21 C -0.58
22 C -1.32
23 C -0.64
24 C 1.28
25 C 0.15
26 C 1.21
27 C -0.33
28 C -1.48
29 C 0.04
30 C -0.87
31 C -0.54
32 C -0.08
33 C 0.92
34 C -0.85
35 C -0.99
36 C -1.32
37 C -0.79
38 C -0.92
39 C -1.04
40 C 0.70
41 C 1.36
42 C -0.51
43 C 0.41
44 C -0.23
45 C -1.82
46 C 0.10
47 C -0.91
48 C -1.45
49 C -1.54
50 H 0.30
51 H 0.29
52 H -0.10
53 H 0.42
54 H 0.34
55 H 0.53
56 H 0.38
57 H 0.29
58 H 0.28
59 H 0.41
60 H 0.35
61 H -0.06
62 H 0.37
63 H -0.28
64 H 0.39
65 H -0.02
66 H 0.31
67 H -0.15
68 H 0.40
69 H 0.04
70 H 0.25
71 H 0.44
72 H 0.41
73 H 0.33
74 H 0.22
75 H 0.45
76 H 0.22
77 H 0.25
78 H 0.34
79 H 0.29
80 H 0.25
81 H -0.07
82 H 0.26
83 H 0.42
84 H 0.06
85 H -0.39
86 H -0.04
87 H 0.28
88 H 0.25
89 H -0.01
90 H -0.15
91 H 0.34
92 H 0.02
93 H 0.39
94 H 0.36
95 H 0.04
96 H 0.26
97 H 0.33
98 H 0.43
99 H 0.35

---

No. 3
The following is a quantum chemistry calculation of a cluster of 13 separate species, C31H88O21 in total at a distorted geometry, from the OMol25 dataset.

ORCA input file:
```
! RIJCOSX wB97M-V def2-TZVPD def2/J DEFGRID3
* xyz 0 1
O -26.88 -11.26 8.75
O -24.77 -11.19 3.36
O -26.86 -15.83 2.13
O -29.27 -13.94 1.64
O -23.66 -15.38 11.24
O -24.31 -10.74 8.62
O -27.52 -8.93 10.62
O -21.58 -11.68 8.75
O -32.38 -14.06 10.85
O -34.81 -11.27 5.54
O -25.15 -8.30 3.02
O -27.55 -17.33 4.25
O -21.16 -14.82 2.90
O -33.33 -13.37 6.52
O -27.66 -20.21 5.04
O -26.54 -13.19 2.29
O -31.99 -14.89 2.19
O -29.68 -18.44 5.97
O -23.13 -13.10 4.45
O -31.01 -13.95 8.13
O -28.31 -13.29 7.23
C -27.85 -13.59 5.98
C -26.47 -18.11 4.59
C -31.95 -17.24 1.64
C -23.31 -14.45 4.12
C -31.02 -19.08 7.75
C -25.31 -14.98 9.60
C -28.86 -12.60 1.84
C -23.87 -11.91 7.90
C -26.44 -16.72 1.08
C -29.17 -14.00 5.29
C -32.48 -12.99 9.92
C -34.59 -12.38 4.74
C -26.78 -19.56 4.17
C -21.92 -15.18 4.05
C -31.68 -16.46 4.04
C -27.79 -8.99 9.22
C -25.37 -10.38 4.35
C -22.39 -11.82 7.56
C -25.71 -15.86 0.06
C -26.73 -14.61 6.07
C -27.73 -17.35 0.54
C -30.18 -17.96 7.18
C -32.35 -16.16 2.65
C -31.09 -12.91 9.06
C -24.90 -14.82 11.08
C -33.19 -12.97 5.18
C -28.05 -10.38 8.69
C -27.41 -12.43 1.47
C -24.81 -13.27 11.39
C -26.04 -9.21 3.66
C -28.95 -17.61 8.07
H -35.41 -13.06 4.99
H -28.86 -14.47 4.35
H -28.25 -17.60 4.85
H -29.90 -13.20 5.17
H -26.10 -10.89 4.98
H -29.33 -17.27 9.03
H -26.43 -8.76 4.57
H -32.61 -12.05 10.47
H -28.89 -10.87 9.19
H -28.32 -19.57 5.31
H -28.35 -10.29 7.64
H -33.31 -13.02 9.21
H -28.54 -8.25 8.96
H -29.72 -14.81 5.77
H -33.21 -14.03 11.34
H -29.49 -11.99 1.20
H -25.98 -14.22 6.76
H -25.73 -16.33 -0.93
H -24.54 -14.71 8.88
H -26.22 -14.85 5.14
H -25.74 -17.49 1.40
H -32.09 -17.31 4.59
H -25.52 -16.05 9.55
H -29.04 -12.34 2.88
H -28.27 -18.06 1.17
H -24.85 -8.70 2.21
H -26.82 -9.61 3.01
H -30.86 -17.37 1.65
H -33.44 -16.15 2.65
H -34.04 -14.01 6.54
H -27.21 -19.60 3.17
H -24.40 -12.06 6.96
H -32.41 -12.22 5.09
H -31.05 -14.72 2.15
H -27.44 -17.85 -0.38
H -24.06 -12.71 8.61
H -27.23 -12.06 8.35
H -30.22 -12.90 9.71
H -21.57 -10.79 9.12
H -23.01 -14.76 10.92
H -31.02 -11.99 8.47
H -30.76 -17.04 7.11
H -20.95 -13.88 2.96
H -23.90 -14.61 3.22
H -22.26 -10.92 6.95
H -27.53 -12.62 5.61
H -28.41 -16.57 0.23
H -31.81 -13.89 7.60
H -23.94 -14.81 4.93
H -26.60 -14.13 2.14
H -25.58 -17.73 4.09
H -31.18 -18.90 8.81
H -24.54 -10.08 4.99
H -23.64 -12.56 3.84
H -32.11 -16.94 0.60
H -26.25 -14.50 9.35
H -28.35 -16.82 7.62
H -32.96 -13.81 4.52
H -22.04 -12.72 7.07
H -34.60 -12.16 3.67
H -27.16 -16.38 2.85
H -34.91 -11.58 6.44
H -26.30 -18.10 5.66
H -31.98 -19.26 7.25
H -23.89 -12.78 11.04
H -30.60 -16.61 3.92
H -30.43 -18.73 5.45
H -26.19 -14.89 -0.08
H -24.67 -15.65 0.31
H -25.46 -11.76 3.01
H -26.96 -8.54 8.69
H -21.33 -15.05 4.96
H -31.86 -15.63 4.72
H -26.79 -9.51 10.87
H -29.15 -13.75 7.35
H -25.21 -10.93 8.90
H -28.61 -14.48 2.09
H -25.56 -12.62 10.94
H -22.08 -16.26 3.96
H -27.23 -12.67 0.42
H -32.41 -18.21 1.78
H -24.82 -13.06 12.46
H -30.62 -20.10 7.78
H -25.86 -20.13 4.24
H -28.22 -18.42 8.17
H -27.16 -11.37 1.58
H -27.02 -15.61 6.39
H -25.69 -15.25 11.70
*
```

Mulliken population analysis, charges in e, atoms 1 to 99:
1 O -0.27
2 O -0.76
3 O 0.45
4 O -0.53
5 O -0.59
6 O -0.70
7 O -0.59
8 O -0.63
9 O -0.51
10 O -0.54
11 O -0.54
12 O 0.02
13 O -0.56
14 O -0.41
15 O -0.56
16 O 0.02
17 O -0.55
18 O -0.38
19 O -0.38
20 O -0.20
21 O 0.33
22 C 2.12
23 C -0.52
24 C -1.27
25 C 0.41
26 C -1.65
27 C -0.72
28 C -0.39
29 C 1.69
30 C 1.02
31 C -0.10
32 C -0.58
33 C -0.73
34 C -0.50
35 C -0.66
36 C 0.15
37 C -0.84
38 C 0.43
39 C -0.66
40 C -1.43
41 C 0.99
42 C -1.53
43 C 1.13
44 C 0.18
45 C -0.50
46 C 0.16
47 C 0.27
48 C 0.24
49 C -0.32
50 C -0.99
51 C -0.60
52 C -1.09
53 H 0.37
54 H -0.70
55 H -0.18
56 H 0.48
57 H -0.34
58 H 0.51
59 H 0.41
60 H 0.41
61 H 0.04
62 H 0.40
63 H 0.24
64 H 0.25
65 H 0.44
66 H -0.10
67 H 0.30
68 H 0.53
69 H -0.27
70 H 0.43
71 H 0.22
72 H -0.35
73 H 0.25
74 H 0.64
75 H 0.35
76 H 0.03
77 H 0.21
78 H 0.32
79 H 0.26
80 H -0.04
81 H 0.42
82 H 0.24
83 H 0.17
84 H -0.44
85 H 0.21
86 H 0.42
87 H 0.51
88 H -0.62
89 H 0.05
90 H 0.33
91 H 0.32
92 H 0.38
93 H 0.38
94 H -0.15
95 H 0.32
96 H 0.15
97 H 0.35
98 H -1.05
99 H 0.27

---

no.,HOMO-LUMO gap (eV)
1,7.6
2,8.2
3,9.4